Record 1
{
  "formula": "C20H25N3O4S",
  "method": "the ωB97M-V functional and the def2-TZVPD basis",
  "smiles": "COc1ccc(-c2nnc(S[C@H]3CCOC3=O)n2C2CCCCC2)cc1OC",
  "orbital_gap_ev": 8.835,
  "total_energy_ev": -44640.8724,
  "de_lowest_kj_mol": 308.1,
  "charge": 0,
  "elements": ["C", "O", "C", "C", "C", "C", "C", "N", "N", "C", "S", "C", "C", "C", "O", "C", "O", "N", "C", "C", "C", "C", "C", "C", "C", "C", "O", "C", "H", "H", "H", "H", "H", "H", "H", "H", "H", "H", "H", "H", "H", "H", "H", "H", "H", "H", "H", "H", "H", "H", "H", "H", "H"],
  "coordinates": [[-6.375457, -1.069146, 0.485002], [-5.395030, -0.411583, 1.257000], [-4.066759, -0.620589, 1.053961], [-3.251195, -0.071833, 2.040550], [-1.875502, -0.165423, 1.990621], [-1.277347, -0.817006, 0.922884], [0.178082, -0.952049, 0.831319], [0.835249, -2.040354, 1.122476], [2.144835, -1.816354, 0.936822], [2.268685, -0.584057, 0.527569], [3.770875, 0.212729, 0.145908], [4.885948, -1.128944, 0.707030], [5.032443, -2.239175, -0.317939], [6.222615, -1.751423, -1.149266], [6.998459, -0.934712, -0.279718], [6.292296, -0.535135, 0.781910], [6.725062, 0.175872, 1.637180], [1.053366, 0.030372, 0.432013], [0.827252, 1.377350, -0.046295], [0.376092, 2.314524, 1.074478], [0.257781, 3.735743, 0.532682], [-0.732937, 3.779892, -0.626777], [-0.300532, 2.825698, -1.735976], [-0.178875, 1.403268, -1.197098], [-2.075947, -1.389748, -0.060836], [-3.460673, -1.302910, -0.020532], [-4.266273, -1.845077, -0.988722], [-3.677157, -2.619399, -2.004122], [-7.325920, -0.785745, 0.937078], [-6.261858, -2.154231, 0.529156], [-6.356838, -0.745558, -0.557377], [-3.740844, 0.429783, 2.860000], [-1.275757, 0.241510, 2.789848], [4.510693, -1.448186, 1.676913], [5.269588, -3.173274, 0.192349], [4.135309, -2.388135, -0.912747], [5.900385, -1.137968, -1.998388], [6.863261, -2.556857, -1.510222], [1.800293, 1.723822, -0.420267], [-0.594533, 1.987825, 1.450103], [1.096581, 2.279764, 1.894409], [-0.071159, 4.403799, 1.330082], [1.237069, 4.077809, 0.190602], [-0.800204, 4.796117, -1.018601], [-1.723373, 3.491362, -0.267532], [-1.026354, 2.846565, -2.550667], [0.663764, 3.146309, -2.136857], [-1.151821, 1.064196, -0.836525], [0.149207, 0.724836, -1.988362], [-1.588073, -1.908044, -0.870148], [-3.113767, -3.462730, -1.593393], [-4.508655, -2.995700, -2.598509], [-3.022360, -2.017786, -2.643064]],
  "forces_ev_per_a": [[-0.453, -0.172, -0.212], [0.391, 0.134, 0.040], [0.087, 0.051, 0.109], [-0.152, -0.069, -0.164], [0.002, -0.129, -0.168], [-0.308, 0.014, 0.076], [0.163, -0.018, -0.014], [-1.124, -0.333, 0.244], [0.998, 0.209, -0.189], [-0.038, 0.008, -0.038], [0.356, 0.164, 0.057], [-0.343, 0.135, -0.168], [0.081, -0.040, -0.098], [-0.363, -0.296, -0.423], [0.567, 0.111, -0.013], [-0.439, 0.160, 0.536], [0.107, 0.035, -0.038], [0.486, -0.738, 0.200], [-0.394, 0.352, -0.025], [0.328, 0.155, -0.106], [-0.298, -0.082, 0.080], [0.273, 0.136, -0.123], [-0.271, -0.071, 0.123], [0.275, 0.145, -0.154], [-0.048, 0.026, 0.063], [-0.127, -0.048, -0.075], [-0.030, 0.292, 0.406], [0.091, -0.123, -0.179], [0.054, -0.042, -0.040], [-0.018, 0.071, -0.008], [-0.025, -0.042, 0.116], [-0.087, 0.038, 0.097], [0.069, 0.051, 0.061], [0.196, 0.015, -0.033], [0.011, -0.013, -0.003], [0.019, -0.053, 0.038], [0.050, -0.095, 0.098], [-0.076, 0.092, 0.023], [-0.177, 0.006, 0.017], [0.022, -0.032, 0.018], [-0.025, -0.075, 0.043], [0.087, 0.049, 0.010], [0.068, 0.079, 0.013], [-0.092, 0.023, 0.014], [-0.086, 0.026, 0.011], [0.065, 0.012, -0.066], [0.042, 0.041, -0.087], [0.012, -0.024, -0.019], [-0.030, -0.076, 0.034], [0.009, -0.064, -0.101], [-0.003, 0.038, -0.015], [0.103, -0.003, -0.001], [-0.004, -0.033, 0.036]]
}



Record 2
{
  "formula": "C5H3ClO2",
  "method": "the ωB97M-V functional and the def2-TZVPD basis",
  "orbital_gap_ev": 7.791,
  "total_energy_ev": -21843.3761,
  "de_lowest_kj_mol": 648.8,
  "charge": 0,
  "elements": ["C", "C", "C", "C", "C", "O", "O", "Cl", "H", "H", "H"],
  "coordinates": [[-2.023487, 1.393980, -0.185196], [-1.869833, 2.406449, 0.531293], [-0.170383, -0.802305, -0.292696], [-2.144907, 0.089151, -0.331430], [1.965996, -0.115221, 0.210293], [-0.149682, -1.975979, -0.477394], [0.572379, 0.149272, -0.064226], [-3.343525, -1.015515, -0.268430], [2.424765, -1.080974, 0.322673], [2.188587, 0.577421, 1.146581], [2.550095, 0.373726, -0.591467]],
  "forces_ev_per_a": [[-1.353, -1.594, -0.744], [0.354, 1.543, 0.770], [-6.064, -2.378, -1.256], [4.763, -0.441, 0.377], [2.363, 3.966, 1.448], [0.702, 0.921, 0.351], [2.167, 1.203, 0.666], [-0.780, -0.322, -0.192], [-1.149, -0.903, 0.181], [-0.465, -1.792, -1.769], [-0.537, -0.203, 0.166]]
}